(1)
ORCA calculation (ωB97M-V/def2-TZVPD) on C45H42BrIN4P2STi as an isolated structure.

Highest occupied orbital energy (alpha / beta) ... -12.154 / -12.183 eV
E_LUMO (alpha / beta) ... -5.2 / -5.2 eV
Energy relative to the best compared isomer or geometry (same formula, charge and spin) ... 0.0 kcal per mole
Net charge ... +2
Spin multiplicity ... 3
Energy ... -183968.7125 eV

```
97
C45H42BrIN4P2STi (ωB97M-V/def2-TZVPD)
Ti 1.50 -0.34 -0.89
C -1.26 0.71 6.18
S -1.17 2.35 5.42
C -2.53 2.26 4.22
C -2.08 2.06 2.77
C -1.30 0.77 2.62
N -0.67 0.52 1.31
P -0.26 -1.08 0.89
C 0.08 -1.88 2.47
C 1.31 -1.62 3.07
C 1.61 -2.13 4.32
C 0.68 -2.93 4.97
C -0.54 -3.20 4.38
C -0.84 -2.68 3.14
C -1.82 -1.85 0.36
C -2.97 -1.09 0.15
C -4.15 -1.71 -0.24
C -4.19 -3.09 -0.42
C -3.03 -3.84 -0.23
C -1.85 -3.22 0.14
P 0.15 1.56 0.25
C -0.98 2.40 -0.90
C -2.08 3.17 -0.52
C -2.88 3.76 -1.47
C -2.59 3.62 -2.82
C -1.48 2.88 -3.21
C -0.69 2.27 -2.26
C 0.90 2.85 1.26
C 1.55 2.48 2.44
C 2.18 3.43 3.22
C 2.18 4.76 2.82
C 1.55 5.14 1.64
C 0.90 4.19 0.87
H -0.49 0.68 6.95
H -1.08 -0.09 5.47
H -2.22 0.56 6.67
H -3.09 3.19 4.30
H -3.20 1.46 4.53
H -1.47 2.92 2.47
H -2.97 2.05 2.13
H -1.97 -0.07 2.81
H -0.53 0.75 3.39
H 2.04 -0.99 2.56
H 2.56 -1.91 4.78
H 0.91 -3.33 5.95
H -1.26 -3.82 4.89
H -1.81 -2.88 2.69
H -2.95 -0.02 0.31
H -5.04 -1.12 -0.38
H -5.11 -3.57 -0.70
H -3.06 -4.91 -0.37
H -0.97 -3.83 0.31
H -2.31 3.31 0.53
H -3.74 4.35 -1.17
H -3.21 4.09 -3.56
H -1.24 2.78 -4.26
H 0.17 1.69 -2.58
H 1.53 1.45 2.77
H 2.65 3.15 4.15
H 2.67 5.51 3.43
H 1.55 6.17 1.33
H 0.40 4.49 -0.04
I 4.06 0.26 0.80
C 3.95 -1.70 0.10
C 4.97 -2.61 0.29
C 4.79 -3.89 -0.19
C 3.60 -4.22 -0.84
C 2.63 -3.25 -0.97
N 2.80 -2.00 -0.52
H 5.87 -2.31 0.81
H 5.57 -4.63 -0.07
H 3.43 -5.22 -1.22
H 1.68 -3.46 -1.45
N 0.18 -1.02 -2.31
C -0.56 -1.28 -3.16
C -1.44 -1.60 -4.23
C -1.14 -1.21 -5.53
C -2.03 -1.51 -6.54
C -3.20 -2.21 -6.25
C -3.49 -2.59 -4.95
C -2.61 -2.30 -3.92
H -0.22 -0.67 -5.74
H -1.81 -1.22 -7.56
H -3.89 -2.44 -7.04
H -4.40 -3.13 -4.73
H -2.82 -2.58 -2.90
Br 4.26 4.34 -3.13
C 3.95 2.49 -3.22
C 4.62 1.68 -4.13
C 4.33 0.33 -4.14
C 3.38 -0.17 -3.27
N 2.75 0.60 -2.37
C 3.03 1.91 -2.36
H 5.35 2.10 -4.80
H 4.82 -0.34 -4.84
H 3.11 -1.22 -3.28
H 2.52 2.52 -1.61
```

(2)
ORCA calculation (ωB97M-V/def2-TZVPD) on C45H42CoN5O2S as an isolated structure.

Highest occupied orbital energy (alpha / beta) ... -4.250 / -4.634 eV
E_LUMO (alpha / beta) ... 1.9 / 1.9 eV
Energy relative to the best compared isomer or geometry (same formula, charge and spin) ... 0.0 kcal per mole
Net charge ... -1
Spin multiplicity ... 4
Energy ... -107356.8503 eV

```
96
C45H42CoN5O2S (ωB97M-V/def2-TZVPD)
Co 0.01 -0.41 0.18
C 0.73 -1.08 -5.30
C 0.25 0.31 -5.01
C -0.18 1.11 -6.06
C -0.74 2.36 -5.86
C -0.90 2.80 -4.56
C -0.48 2.04 -3.47
C -0.78 2.57 -2.09
C 0.16 0.80 -3.68
N 0.53 -0.02 -2.61
C 1.68 -0.67 -2.68
O 2.68 -0.42 -3.40
C 1.76 -1.90 -1.79
C 2.70 -2.88 -2.06
C 2.69 -4.05 -1.31
C 1.74 -4.21 -0.32
C 0.85 -3.17 -0.08
N 0.88 -2.05 -0.80
C -0.23 -3.30 0.99
O -0.45 -4.44 1.42
N -0.84 -2.16 1.29
C -2.09 -2.22 1.93
C -2.27 -1.73 3.23
C -1.09 -1.43 4.12
C -3.56 -1.59 3.75
C -4.67 -1.96 3.01
C -4.48 -2.53 1.76
C -3.21 -2.69 1.22
C -3.04 -3.35 -0.12
H 0.36 -1.40 -6.28
H 0.36 -1.78 -4.55
H 1.82 -1.14 -5.28
H -0.10 0.71 -7.07
H -1.07 2.96 -6.69
H -1.39 3.75 -4.36
H -0.17 3.46 -1.86
H -0.62 1.81 -1.33
H -1.83 2.88 -2.03
H 3.41 -2.70 -2.86
H 3.42 -4.83 -1.51
H 1.65 -5.10 0.29
H -0.61 -0.48 3.88
H -0.34 -2.21 4.02
H -1.41 -1.39 5.16
H -3.68 -1.20 4.75
H -5.67 -1.83 3.41
H -5.33 -2.86 1.18
H -4.01 -3.52 -0.59
H -2.53 -4.31 0.00
H -2.44 -2.74 -0.79
S -3.13 2.18 2.42
C -1.66 2.62 3.22
C -1.49 3.43 4.34
C -0.20 3.66 4.79
C 0.89 3.08 4.14
C 0.72 2.27 3.03
C -0.57 2.02 2.57
N -0.91 1.23 1.48
C -2.20 1.24 1.27
C -2.80 0.58 0.12
C -4.15 0.77 -0.20
C -4.64 0.23 -1.37
C -3.76 -0.47 -2.21
C -2.43 -0.65 -1.86
C -1.89 -0.14 -0.67
H -2.34 3.87 4.83
H -0.04 4.28 5.66
H 1.89 3.26 4.51
H 1.56 1.80 2.55
H -4.81 1.33 0.45
H -5.67 0.37 -1.65
H -4.13 -0.87 -3.15
H -1.79 -1.20 -2.53
C 2.04 2.38 -0.86
N 3.51 2.17 -0.68
C 4.06 3.05 0.37
C 3.84 0.70 -0.44
C 3.39 0.17 0.88
C 4.42 0.01 1.83
C 4.17 -0.55 3.07
C 2.87 -0.97 3.34
C 1.87 -0.79 2.39
C 2.05 -0.19 1.12
H 1.86 3.44 -1.03
H 1.53 2.03 0.04
H 1.72 1.78 -1.71
H 3.95 2.40 -1.57
H 3.60 2.78 1.32
H 3.83 4.09 0.13
H 5.13 2.90 0.44
H 4.93 0.65 -0.54
H 3.40 0.19 -1.29
H 5.43 0.31 1.57
H 4.96 -0.68 3.79
H 2.63 -1.44 4.29
H 0.88 -1.14 2.65
```

(3)
ORCA calculation (ωB97M-V/def2-TZVPD) on C45H42InN5O4S2Te as an isolated structure.

Highest occupied orbital energy (alpha / beta) ... -9.351 / -10.061 eV
E_LUMO (alpha / beta) ... -2.1 / -3.4 eV
Net charge ... +1
Spin multiplicity ... 2
Energy ... -97118.6019 eV

```
100
C45H42InN5O4S2Te (ωB97M-V/def2-TZVPD)
In -0.36 -0.18 1.26
N 4.00 0.52 7.83
C 2.99 0.20 6.97
C 1.91 -0.59 7.39
C 0.89 -0.90 6.52
C 0.92 -0.44 5.21
C 1.99 0.34 4.78
C 3.01 0.66 5.64
S -0.38 -0.83 4.12
O -0.82 0.43 3.50
O -1.36 -1.62 4.80
N 0.30 -1.56 2.84
C 0.04 -2.89 2.54
N -0.29 -3.11 1.26
C -0.50 -4.38 0.91
C -0.41 -5.42 1.82
C -0.05 -5.07 3.11
N 0.20 -3.82 3.48
H 3.99 0.19 8.78
H 4.77 1.08 7.54
H 1.87 -0.95 8.41
H 0.05 -1.51 6.85
H 2.03 0.71 3.76
H 3.84 1.27 5.30
H -0.76 -4.55 -0.13
H -0.59 -6.44 1.53
H 0.06 -5.83 3.88
O 1.51 -0.53 0.13
S 2.69 0.41 -0.11
C 3.51 -0.33 -1.50
C 3.58 -1.71 -1.63
C 4.20 -2.24 -2.75
C 4.74 -1.39 -3.71
C 4.66 -0.01 -3.57
C 4.03 0.53 -2.46
C 3.84 0.01 1.20
C 4.91 0.86 1.42
C 5.79 0.58 2.45
C 5.58 -0.53 3.26
C 4.49 -1.36 3.04
C 3.61 -1.10 2.00
H 3.15 -2.35 -0.87
H 4.27 -3.31 -2.87
H 5.23 -1.81 -4.58
H 5.08 0.64 -4.33
H 3.94 1.60 -2.34
H 5.05 1.73 0.79
H 6.64 1.23 2.62
H 6.26 -0.74 4.07
H 4.32 -2.21 3.69
H 2.74 -1.73 1.84
C -3.50 0.49 -7.86
C -3.04 0.47 -6.43
C -1.85 -0.13 -6.07
C -1.41 -0.16 -4.75
C -0.10 -0.84 -4.44
C -2.21 0.45 -3.77
Te -1.56 0.17 -1.79
N -1.61 2.07 -1.24
C -0.89 2.50 -0.24
O -0.10 1.84 0.55
C -0.98 3.97 0.04
C -0.64 4.45 1.30
C -0.74 5.80 1.57
C -1.16 6.68 0.58
C -1.50 6.20 -0.68
C -1.41 4.85 -0.95
C -3.39 -0.46 -0.96
C -3.95 0.30 0.06
C -5.13 -0.12 0.65
C -5.73 -1.29 0.21
C -5.16 -2.04 -0.81
C -3.97 -1.64 -1.42
C -3.38 -2.46 -2.53
C -3.41 1.09 -4.11
C -4.30 1.78 -3.11
C -3.80 1.08 -5.44
H -2.87 -0.14 -8.49
H -3.46 1.51 -8.26
H -4.53 0.15 -7.95
H -1.23 -0.60 -6.83
H 0.45 -1.04 -5.36
H -0.24 -1.79 -3.93
H 0.55 -0.23 -3.80
H -0.30 3.75 2.06
H -0.48 6.17 2.55
H -1.23 7.74 0.80
H -1.82 6.89 -1.45
H -1.68 4.46 -1.92
H -3.48 1.22 0.37
H -5.57 0.46 1.44
H -6.65 -1.63 0.67
H -5.64 -2.95 -1.14
H -3.65 -3.51 -2.41
H -2.29 -2.41 -2.56
H -3.75 -2.13 -3.51
H -3.75 2.15 -2.25
H -5.09 1.11 -2.76
H -4.79 2.63 -3.58
H -4.73 1.57 -5.71
```